No. 1
ORCA calculation (ωB97M-V/def2-TZVPD) on 3 unconnected molecules or ions with the total composition C17H36F5S2 in a non-equilibrium geometry.

Geometry (Å):
1 S -2.779 -0.332 -3.018
2 S -0.290 0.814 -1.581
3 F 3.112 1.676 -3.689
4 F 2.692 -0.331 -2.751
5 F 0.482 2.364 -3.590
6 F 2.535 1.610 -1.466
7 F 0.428 0.062 -4.065
8 C 4.742 3.891 2.663
9 C -2.221 1.151 -5.469
10 C 3.341 4.505 2.626
11 C -2.027 -5.513 1.485
12 C -2.122 1.038 -1.968
13 C 1.544 2.016 1.983
14 C 2.319 3.859 3.566
15 C -2.673 -3.742 -1.019
16 C 0.748 1.050 -3.118
17 C -3.320 0.278 -4.680
18 C -3.357 -6.204 1.753
19 C 5.419 4.015 4.021
20 C -2.124 -3.986 1.497
21 C 2.097 2.360 3.360
22 C 2.316 1.029 -2.737
23 C -3.033 -3.381 0.423
24 C -1.295 -3.249 -1.437
25 H -0.503 -3.710 -0.843
26 H -1.116 -3.570 1.397
27 H -2.681 1.667 -6.387
28 H 1.368 0.939 1.907
29 H -2.370 2.091 -2.340
30 H -4.093 -5.980 0.977
31 H 3.026 1.808 3.530
32 H -2.737 -4.823 -1.171
33 H -3.420 -3.294 -1.684
34 H -3.014 -2.290 0.532
35 H 5.500 5.062 4.323
36 H 2.967 4.464 1.597
37 H 4.707 2.839 2.363
38 H -1.394 0.457 -5.846
39 H -4.321 0.841 -4.663
40 H -2.648 0.943 -0.947
41 H -1.316 -5.819 2.261
42 H -1.221 -2.162 -1.330
43 H -1.838 1.949 -4.756
44 H 1.362 4.379 3.443
45 H -4.069 -3.682 0.611
46 H 6.428 3.598 3.977
47 H 1.389 2.008 4.116
48 H 0.592 2.528 1.807
49 H 4.872 3.474 4.796
50 H 2.620 4.028 4.604
51 H -2.487 -3.662 2.478
52 H 3.414 5.569 2.876
53 H 5.362 4.403 1.919
54 H -1.615 -5.864 0.534
55 H 0.074 1.867 -0.733
56 H 2.240 2.294 1.187
57 H -1.109 -3.498 -2.485
58 H -3.511 -0.650 -5.334
59 H -3.221 -7.288 1.774
60 H -3.769 -5.898 2.718

Values from the calculation:
max |F| = 3.80 eV Å⁻¹
LUMO level = -4.165 eV
2S+1 = 1
charge = +1
calculated total energy = -1964.67516 Eh

---

No. 2
ORCA calculation (ωB97M-V/def2-TZVPD) on a molecular structure, C2H7NO3 in a non-equilibrium geometry.

Geometry (Å):
1 O 2.268 1.133 -0.915
2 O -2.729 -0.393 0.792
3 O -1.639 1.113 -0.450
4 N 1.510 -0.525 0.566
5 C 0.168 -0.609 0.452
6 C -2.585 0.309 -0.220
7 H 1.994 -1.386 0.843
8 H -0.218 -1.520 0.901
9 H 3.042 1.696 -0.992
10 H -3.354 0.200 -1.004
11 H -0.280 -0.649 -0.567
12 H 2.175 0.288 -0.174
13 H -0.351 0.342 0.768

Values from the calculation:
ΔE to the lowest compared entry with this formula, charge and spin = 178.8 kcal per mole
max |F| = 3.22 eV Å⁻¹
LUMO level = -4.770 eV
2S+1 = 1
calculated total energy = -360.62875 Eh

---

No. 3
ORCA calculation (ωB97M-V/def2-TZVPD) on 2 unconnected molecules or ions with the total composition C3H8NOP in a non-equilibrium geometry.

Geometry (Å):
1 P -2.964 0.207 0.068
2 O -3.232 -1.181 0.252
3 N -0.566 1.441 0.057
4 C 0.496 -0.600 1.127
5 C 0.586 0.509 0.044
6 C 0.768 -0.230 -1.304
7 H -0.504 2.385 0.391
8 H -0.376 -1.425 0.959
9 H 0.329 -0.130 2.168
10 H 1.528 -1.105 1.091
11 H 1.654 -0.911 -1.273
12 H 0.928 0.565 -2.136
13 H 1.532 1.195 0.126
14 H -0.180 -0.721 -1.571

Values from the calculation:
ΔE to the lowest compared entry with this formula, charge and spin = 82.0 kcal per mole
max |F| = 4.16 eV Å⁻¹
LUMO level (alpha / beta) = -0.253 / -1.179 eV
2S+1 = 1
calculated total energy = -590.32273 Eh

---

No. 4
ORCA calculation (ωB97M-V/def2-TZVPD) on 2 unconnected molecules or ions with the total composition C6H14NO in a non-equilibrium geometry.

Geometry (Å):
1 O 2.733 -0.938 0.498
2 N -2.937 -0.306 -0.868
3 C -1.218 -0.087 0.807
4 C -0.209 -0.913 0.013
5 C -2.346 0.567 -0.018
6 C 2.325 0.324 0.758
7 C 0.582 -0.085 -0.986
8 C 1.506 1.003 -0.446
9 H -0.172 0.229 -1.746
10 H 2.346 1.129 -1.153
11 H -0.732 -1.796 -0.399
12 H -0.654 0.805 1.181
13 H -3.154 0.998 0.770
14 H -1.926 1.514 -0.496
15 H 0.449 -1.434 0.752
16 H -1.859 -0.494 1.591
17 H -3.577 1.377 1.465
18 H 1.250 2.034 -0.200
19 H 1.174 -0.896 -1.481
20 H 3.130 1.032 0.928
21 H 1.670 0.385 1.668
22 H -2.487 -0.138 -1.759

Values from the calculation:
ΔE to the lowest compared entry with this formula, charge and spin = 137.9 kcal per mole
max |F| = 7.59 eV Å⁻¹
LUMO level = 1.916 eV
2S+1 = 1
charge = -1
calculated total energy = -366.78184 Eh

---

No. 5
ORCA calculation (ωB97M-V/def2-TZVPD) on a molecular structure, C53H69N7O5PW in a non-equilibrium geometry.

Geometry (Å):
1 W -0.316 0.569 1.543
2 P 2.369 0.743 1.774
3 O 0.285 2.099 0.594
4 O -0.575 -0.301 4.028
5 O -1.218 -1.035 1.464
6 O -7.812 -0.877 -0.914
7 O -6.514 -2.132 -2.188
8 N 4.558 2.478 1.559
9 N -0.512 2.184 3.078
10 N 4.730 0.444 0.310
11 N -0.022 -0.075 -0.428
12 N 4.982 0.412 2.680
13 N 1.070 -1.690 2.427
14 N -2.266 1.313 1.298
15 C 5.240 1.844 2.673
16 C -3.211 0.215 -0.680
17 C -1.184 -1.899 0.433
18 C 0.682 3.192 -2.870
19 C 2.125 -4.167 3.185
20 C 0.379 2.671 3.978
21 C -3.346 0.691 0.624
22 C -0.837 -3.904 -4.229
23 C 0.336 -1.201 4.692
24 C -2.598 -3.718 1.535
25 C 0.220 3.839 4.679
26 C 0.651 1.930 -5.039
27 C -4.576 0.558 1.275
28 C -5.495 -0.561 -0.644
29 C -0.244 -4.430 -2.912
30 C 1.559 -3.317 4.121
31 C 1.292 -4.430 -2.988
32 C -0.386 2.880 -5.661
33 C 0.280 0.825 -2.775
34 C -0.447 -1.381 -0.684
35 C -0.195 -2.196 -1.778
36 C -0.944 4.609 4.484
37 C 1.024 -2.105 3.699
38 C 0.391 4.829 0.595
39 C -2.581 2.439 1.969
40 C 0.581 3.354 -1.492
41 C 2.098 -3.784 1.850
42 C -1.737 -3.186 0.398
43 C 0.388 2.187 -0.745
44 C -1.800 -3.674 2.844
45 C 0.237 0.904 -1.386
46 C -1.882 4.152 3.599
47 C -3.839 -2.822 1.653
48 C 3.646 0.062 3.029
49 C 3.344 0.116 0.249
50 C 2.016 5.372 -1.222
51 C 4.989 1.875 0.311
52 C -0.656 -3.509 -1.784
53 C -1.655 2.953 2.886
54 C -3.050 -5.162 1.305
55 C -5.639 -0.050 0.644
56 C -4.275 -0.419 -1.301
57 C -6.717 -1.199 -1.266
58 C 0.640 4.762 -0.915
59 C 0.427 0.536 -5.626
60 C 1.575 -2.547 1.525
61 C 2.068 2.399 -5.423
62 C 0.533 1.966 -3.531
63 C -1.446 -3.954 -0.721
64 C 3.136 2.482 1.709
65 C 5.423 -0.173 1.428
66 C -0.470 5.586 -1.584
67 C -0.711 -5.872 -2.698
68 H -3.657 -5.252 0.408
69 H 1.504 -3.595 5.162
70 H 1.255 2.049 4.151
71 H 2.092 6.351 -0.758
72 H -1.923 -3.909 -4.183
73 H 2.166 5.496 -2.289
74 H 0.966 4.165 5.385
75 H -0.554 4.352 0.858
76 H 2.554 -5.110 3.483
77 H -0.196 -1.836 5.406
78 H -2.201 -5.839 1.240
79 H 2.174 2.362 -6.503
80 H -3.659 -5.479 2.147
81 H 1.614 -5.146 -3.737
82 H 1.192 4.370 1.169
83 H 3.249 -0.972 0.175
84 H -0.208 3.918 -5.398
85 H -6.593 -0.138 1.138
86 H -0.313 -6.283 -1.772
87 H 2.820 4.749 -0.834
88 H 2.880 3.020 2.631
89 H -0.896 -4.273 2.752
90 H 3.419 0.477 4.016
91 H 0.094 -0.103 -3.281
92 H -0.524 -4.546 -5.047
93 H 1.548 -2.220 0.494
94 H 4.896 2.283 3.613
95 H -1.795 -5.949 -2.691
96 H -0.449 6.600 -1.199
97 H -5.592 -2.322 -2.402
98 H 1.691 -3.457 -3.261
99 H 2.261 3.419 -5.105
100 H -1.093 5.528 5.025
101 H -0.582 0.181 -5.426
102 H 2.819 1.747 -4.982
103 H -4.151 -0.757 -2.320
104 H -2.298 0.384 -1.236
105 H 0.334 5.874 0.885
106 H 6.062 2.037 0.198
107 H 1.074 -0.607 5.248
108 H -0.502 -2.892 -4.444
109 H 2.700 3.011 0.855
110 H -3.566 -1.806 1.934
111 H -0.328 2.796 -6.742
112 H 5.234 -1.249 1.436
113 H -1.444 5.154 -1.366
114 H 0.549 0.588 -6.703
115 H -4.370 -2.791 0.706
116 H -3.537 2.923 1.817
117 H 2.904 0.573 -0.646
118 H -2.407 -4.082 3.647
119 H 2.477 -4.432 1.076
120 H 6.314 2.009 2.574
121 H 1.712 -4.725 -2.028
122 H -1.361 -0.225 4.588
123 H 4.462 2.341 -0.526
124 H -4.678 0.914 2.289
125 H 0.420 -1.845 -2.588
126 H -0.352 5.636 -2.661
127 H 3.568 -1.028 3.076
128 H 0.854 4.069 -3.472
129 H -0.346 -6.490 -3.513
130 H -4.514 -3.222 2.404
131 H 1.153 -0.181 -5.249
132 H -1.824 -4.959 -0.757
133 H -1.528 -2.650 3.095
134 H 6.494 0.001 1.318
135 H -1.390 2.608 -5.344
136 H -2.801 4.686 3.424

Values from the calculation:
ΔE to the lowest compared entry with this formula, charge and spin = 26.6 kcal per mole
max |F| = 3.95 eV Å⁻¹
LUMO level (alpha / beta) = -10.223 / -10.283 eV
2S+1 = 1
charge = +3
calculated total energy = -3228.14200 Eh

---

No. 6
ORCA calculation (ωB97M-V/def2-TZVPD) on 5 unconnected molecules or ions with the total composition C5H17N2O4 in a non-equilibrium geometry.

Geometry (Å):
1 O 0.468 4.235 0.646
2 O 0.374 -1.359 2.595
3 O 3.286 -1.718 0.180
4 O -0.645 1.380 2.699
5 N 0.316 -0.494 -0.123
6 N -0.386 1.481 -0.523
7 C -1.384 -2.128 -2.777
8 C -1.384 -1.954 -1.258
9 C -0.866 -0.629 -0.814
10 C -1.327 0.611 -1.081
11 C 0.599 0.805 -0.008
12 H -2.356 -2.073 -0.789
13 H 0.000 1.945 3.151
14 H 1.527 1.247 0.276
15 H 1.226 -1.169 3.003
16 H 3.612 -2.599 0.409
17 H -0.141 -0.545 2.651
18 H -1.304 -3.185 -3.022
19 H -2.227 -1.695 -3.309
20 H -2.147 1.082 -1.578
21 H -1.448 1.883 2.898
22 H 3.907 -1.500 -0.531
23 H -0.530 2.477 -0.506
24 H 0.837 -1.180 0.417
25 H 0.051 5.040 0.381
26 H -0.473 -1.694 -3.159
27 H -0.911 -2.816 -0.789
28 H 1.326 4.551 0.960

Values from the calculation:
ΔE to the lowest compared entry with this formula, charge and spin = 26.3 kcal per mole
max |F| = 1.67 eV Å⁻¹
LUMO level = -2.605 eV
2S+1 = 1
charge = +1
calculated total energy = -610.98490 Eh

---

No. 7
ORCA calculation (ωB97M-V/def2-TZVPD) on 4 unconnected molecules or ions with the total composition C2H11NO4 in a non-equilibrium geometry.

Geometry (Å):
1 O -1.097 -2.612 -1.209
2 O 2.496 0.147 0.279
3 O -5.314 -3.773 -2.534
4 O 0.908 -1.063 2.292
5 N 1.395 2.068 0.722
6 C 1.517 3.507 0.641
7 C 2.187 1.262 -0.064
8 H 2.394 1.740 -1.029
9 H -4.816 -4.411 -2.050
10 H -1.908 -2.368 -1.661
11 H 1.161 -1.876 2.678
12 H -1.291 -2.195 -0.355
13 H 1.719 3.924 1.628
14 H 0.815 1.651 1.440
15 H 2.301 3.770 -0.063
16 H 1.634 -0.661 1.803
17 H -4.701 -3.121 -2.837
18 H 0.600 4.013 0.317

Values from the calculation:
ΔE to the lowest compared entry with this formula, charge and spin = 34.3 kcal per mole
max |F| = 2.00 eV Å⁻¹
LUMO level = 0.548 eV
2S+1 = 1
calculated total energy = -438.50276 Eh
SMILES string = CNC=O.O.O.O

---

Which of these has the highest max |F|? C6H14NO

---

What is the formula in the first record? C17H36F5S2

---

Number 3 is which compound? C3H8NOP